1.
Here is a molecular structure, C22H16ClMnNO3P from the Open Molecules 2025 dataset. Energies are from ωB97M-V with the def2-TZVPD basis set.

Output
HOMO (spin up / spin down)   -0.312 / -0.319 hartree
Total charge   0
Spin multiplicity   5
LUMO level (spin up / spin down)   -0.9 / -0.9 eV

Last column: Mulliken charge in e.
Geometry (Å):
Mn 0.001 0.407 -2.814  -0.025
O 1.785 -0.909 -3.305  -0.526
C 1.764 -0.326 -2.251  0.347
C 2.609 -0.304 -1.068  0.322
C 3.987 -0.493 -1.090  -0.656
C 4.685 -0.408 0.102  -0.565
C 4.012 -0.164 1.294  -0.699
C 2.632 0.001 1.314  0.118
C 1.921 -0.055 0.126  0.312
P 0.093 -0.022 -0.048  0.609
C -0.481 1.375 0.951  0.557
C 0.332 2.464 1.248  -0.460
C -0.191 3.553 1.931  -0.680
C -1.524 3.565 2.311  -0.476
C -2.344 2.490 1.995  -0.661
C -1.830 1.402 1.310  -0.484
C -0.389 -1.501 0.895  0.785
C -0.489 -2.690 0.175  -0.457
C -0.793 -3.878 0.823  -0.649
C -1.016 -3.879 2.191  -0.493
C -0.934 -2.694 2.911  -0.679
C -0.619 -1.506 2.269  -0.306
H 4.492 -0.684 -2.027  0.518
H 5.759 -0.536 0.110  0.401
H 4.571 -0.108 2.219  0.421
H 2.114 0.170 2.250  0.452
H 1.362 2.480 0.918  0.362
H 0.444 4.402 2.150  0.400
H -1.929 4.417 2.840  0.382
H -3.389 2.503 2.276  0.399
H -2.473 0.568 1.053  0.444
H -0.350 -2.674 -0.900  0.217
H -0.872 -4.797 0.257  0.406
H -1.265 -4.802 2.698  0.383
H -1.117 -2.694 3.978  0.407
H -0.558 -0.584 2.833  0.386
Cl -4.046 -1.439 -4.931  -0.186
C -3.732 0.130 -4.140  -0.449
C -2.299 0.155 -3.656  1.012
O -1.437 0.805 -4.305  -0.725
O -1.987 -0.471 -2.606  -0.670
H -4.415 0.215 -3.301  0.262
H -3.899 0.916 -4.868  0.316
N 1.148 3.297 -1.886  -0.628
C 0.670 2.304 -2.236  0.253

---

2.
Here is a molecular structure, C60H49N7NiP at a distorted geometry from the Open Molecules 2025 dataset. Energies are from ωB97M-V with the def2-TZVPD basis set.

Output
HOMO (spin up / spin down)   -0.316 / -0.316 hartree
Total charge   +1
LUMO level (spin up / spin down)   -2.4 / -2.5 eV

Last column: Mulliken charge in e.
Geometry (Å):
Ni -0.287 0.242 0.116  -0.290
C -0.194 -4.522 1.126  -0.940
N -0.407 -3.174 1.574  0.848
C -0.008 -2.042 0.928  -0.559
N -0.348 -0.977 1.645  0.370
C -1.030 -1.403 2.738  0.580
C -1.070 -2.791 2.704  0.712
C -1.738 -3.740 3.594  -1.621
C -3.130 -3.778 3.630  0.373
C -3.773 -4.658 4.479  -0.952
C -3.033 -5.496 5.299  -0.402
C -1.650 -5.452 5.272  -0.918
C -0.999 -4.583 4.415  0.067
C -1.688 -0.485 3.657  0.297
C -2.158 -0.903 4.901  -0.583
C -2.922 -0.048 5.671  -0.825
C -3.226 1.225 5.215  -0.624
C -2.709 1.668 4.007  -0.589
C -1.933 0.823 3.240  -0.265
P 1.158 -2.134 -0.482  -0.750
C 0.454 -1.131 -1.848  -0.256
N 0.078 0.144 -1.830  0.854
C 0.055 0.584 -3.108  -0.286
C 0.440 -0.454 -3.940  0.577
N 0.687 -1.524 -3.133  0.596
C 1.113 -2.827 -3.564  -0.986
C 0.613 -0.428 -5.388  -0.532
C -0.457 -0.105 -6.218  -0.048
C -0.275 -0.035 -7.586  -0.813
C 0.977 -0.268 -8.135  -0.436
C 2.046 -0.584 -7.313  -0.837
C 1.865 -0.675 -5.945  -0.085
C -0.245 1.954 -3.525  0.252
C 0.654 2.618 -4.357  -0.522
C 0.373 3.894 -4.808  -0.871
C -0.818 4.509 -4.457  -0.586
C -1.709 3.858 -3.620  -1.204
C -1.418 2.593 -3.144  0.172
C 2.177 -0.772 0.163  -0.552
N 1.709 0.434 0.442  1.251
C 2.730 1.136 0.998  -0.487
C 3.852 0.325 1.048  0.531
N 3.480 -0.879 0.517  0.566
C 4.319 -2.034 0.362  -1.010
C 5.209 0.621 1.498  -0.358
C 5.882 1.721 0.972  0.011
C 7.175 1.999 1.374  -0.799
C 7.802 1.190 2.308  -0.388
C 7.126 0.114 2.859  -0.840
C 5.836 -0.174 2.453  -0.154
C 2.534 2.483 1.513  0.309
C 1.621 3.328 0.888  -0.336
C 1.374 4.585 1.405  -0.645
C 2.050 5.014 2.536  -0.590
C 2.970 4.180 3.152  -0.872
C 3.207 2.915 2.652  -0.465
H -0.308 -4.570 0.041  0.329
H -0.924 -5.183 1.591  0.375
H 0.808 -4.866 1.395  0.338
H -3.693 -3.108 2.997  0.582
H -4.851 -4.685 4.506  0.455
H -3.537 -6.179 5.964  0.423
H -1.074 -6.091 5.924  0.424
H 0.080 -4.536 4.397  0.480
H -1.935 -1.894 5.263  0.559
H -3.301 -0.386 6.624  0.435
H -3.862 1.868 5.803  0.443
H -2.935 2.662 3.652  0.488
H -1.522 1.154 2.293  0.136
H 0.887 -2.950 -4.622  0.424
H 0.599 -3.602 -2.994  0.331
H 2.190 -2.939 -3.423  0.330
H -1.426 0.087 -5.782  0.507
H -1.111 0.198 -8.228  0.439
H 1.119 -0.205 -9.203  0.423
H 3.023 -0.761 -7.737  0.417
H 2.704 -0.903 -5.304  0.447
H 1.581 2.139 -4.639  0.534
H 1.081 4.409 -5.440  0.440
H -1.049 5.495 -4.829  0.428
H -2.639 4.330 -3.341  0.487
H -2.111 2.098 -2.484  0.734
H 5.312 -1.734 0.026  0.350
H 3.871 -2.704 -0.373  0.417
H 4.417 -2.569 1.309  0.344
H 5.386 2.346 0.243  0.476
H 7.695 2.848 0.955  0.433
H 8.816 1.402 2.611  0.419
H 7.599 -0.501 3.609  0.409
H 5.303 -1.002 2.897  0.456
H 1.135 2.991 -0.018  0.637
H 0.664 5.235 0.917  0.441
H 1.861 5.997 2.938  0.435
H 3.506 4.515 4.027  0.450
H 3.902 2.252 3.145  0.551
C -4.364 -2.833 -1.817  -1.030
C -3.820 -2.922 -0.544  -0.212
C -3.125 -1.858 -0.008  0.397
C -2.960 -0.669 -0.731  -1.718
C -3.514 -0.591 -2.019  0.484
C -4.205 -1.663 -2.546  -0.916
N -2.251 0.382 -0.186  1.905
C -2.820 1.601 -0.075  0.287
C -1.971 2.697 0.208  1.299
C -2.485 3.959 0.362  -0.717
C -3.858 4.173 0.261  -1.052
C -4.709 3.102 0.011  -0.821
C -4.211 1.829 -0.156  -0.600
H -4.927 -3.659 -2.226  0.417
H -3.953 -3.820 0.044  0.490
H -2.769 -1.903 1.008  -0.177
H -3.376 0.308 -2.601  0.512
H -4.643 -1.578 -3.530  0.471
H -0.898 2.486 0.283  -0.986
H -1.832 4.794 0.568  0.316
H -4.263 5.165 0.390  0.475
H -5.775 3.272 -0.046  0.417
H -4.877 0.992 -0.304  0.442

---

3.
Here is 2 unconnected molecules or ions with the total composition C7H13N3O3S at a distorted geometry from the Open Molecules 2025 dataset. Energies are from ωB97M-V with the def2-TZVPD basis set.

Output
HOMO (spin up / spin down)   -0.201 / -0.322 hartree
Total charge   0
Spin multiplicity   3
LUMO level (spin up / spin down)   0.6 / -3.0 eV

Last column: Mulliken charge in e.
Geometry (Å):
C -0.479 0.411 1.548  -0.374
C -2.040 -2.267 0.210  0.202
C 0.863 1.788 0.147  -0.459
C 1.861 -0.072 1.686  -0.673
C 1.853 0.612 0.287  -0.044
C 1.761 -0.072 -1.983  -0.814
C -0.835 -2.435 -0.005  -0.496
N -0.380 1.399 0.779  -0.247
N -3.255 -1.768 0.588  -0.490
N -1.506 0.829 -1.618  -0.441
O -3.025 1.391 0.365  -0.542
O 0.496 -0.374 2.113  -0.308
O 1.501 -0.461 -0.657  -0.183
S -2.036 1.788 -0.599  0.347
H -1.425 0.103 1.774  0.841
H 1.118 2.831 0.441  0.318
H 0.690 1.854 -0.877  0.251
H 2.549 -0.930 1.518  0.343
H 2.313 0.500 2.525  0.338
H 2.953 0.854 -0.020  0.454
H 1.169 0.722 -2.409  0.290
H 1.834 -1.072 -2.482  0.272
H 2.882 0.227 -1.964  0.336
H 0.115 -2.875 -0.441  0.323
H -3.177 -0.738 0.330  0.175
H -1.711 -0.083 -1.455  0.308
H -4.089 -2.162 0.197  0.272

---

4.
Here is a molecular structure, C2CuFO at a distorted geometry from the Open Molecules 2025 dataset. Energies are from ωB97M-V with the def2-TZVPD basis set.

Output
HOMO   -0.336 hartree
Total charge   0
LUMO level   -1.9 eV

Last column: Mulliken charge in e.
Geometry (Å):
C 0.675 0.048 1.409  -0.224
C 0.266 -0.001 -0.002  0.255
O -0.657 -0.002 1.138  -0.154
F 0.390 -1.335 -0.440  -0.233
Cu -0.635 1.637 -1.606  0.356

---

5.
Here is a molecular structure, C15H9ClCo2NO6 at a distorted geometry from the Open Molecules 2025 dataset. Energies are from ωB97M-V with the def2-TZVPD basis set.

Output
HOMO   -0.159 hartree
Total charge   -1
LUMO level   2.6 eV

Last column: Mulliken charge in e.
Geometry (Å):
Cl 6.393 -0.350 2.784  -0.251
C 4.690 -0.340 2.755  0.343
C 3.997 -1.560 2.764  -0.594
C 2.606 -1.555 2.757  -0.456
C 1.902 -0.327 2.765  0.838
N 0.546 -0.326 2.829  -0.459
C 2.616 0.895 2.722  -0.551
C 4.007 0.886 2.725  -0.575
H 4.540 -2.501 2.783  0.358
H 2.045 -2.492 2.739  0.283
H 0.024 0.537 2.791  0.162
H 0.025 -1.186 2.865  0.246
H 2.064 1.836 2.686  0.274
H 4.563 1.819 2.710  0.365
O 1.400 -0.565 -3.774  -0.399
C 0.341 -0.092 -3.744  0.195
Co -1.280 0.553 -3.509  0.190
C -0.899 2.099 -2.756  0.019
O -0.621 3.090 -2.223  -0.357
C -2.019 0.695 -5.106  0.097
O -2.476 0.798 -6.167  -0.390
C -1.907 -0.849 -2.185  0.194
C -1.584 -0.730 -0.831  -0.022
C -0.775 -1.096 0.173  -0.855
Co -3.071 0.152 -1.279  0.124
C -2.858 1.700 -0.415  0.111
O -2.826 2.699 0.163  -0.366
C -4.310 -0.540 -0.177  0.112
O -5.133 -0.904 0.544  -0.380
C -4.131 0.763 -2.560  0.389
O -4.870 1.212 -3.325  -0.378
H -2.075 -1.812 -2.688  0.448
H -1.074 -0.855 1.190  0.034
H 0.148 -1.655 -0.004  0.251

---

Q: The lowest total charge belongs to which entry?
A: C15H9ClCo2NO6